# 1
The following is a quantum chemistry calculation of a single C5H8N2 molecule, from the OMol25 dataset.

The energy is -304.8057 a.u. The relative energy (zero: lowest compared OMol25 entry of this formula, charge and spin) is 18.7 kcal per mole. The HOMO energy comes out at -0.3237 Eh. As for the SMILES: Cc1cn(C)cn1. As for the net charge: 0.

Each line ends with the natural charge from an NBO analysis.
Geometry (Å):
1 C 2.359 0.387 -0.252  -0.6344
2 C 1.044 -0.273 -0.023  0.0988
3 C -0.014 -0.322 -0.857  -0.1001
4 N -1.129 -0.737 -0.117  -0.4020
5 C -2.095 0.371 -0.076  -0.4031
6 C -0.594 -1.008 1.137  0.2137
7 N 0.674 -0.764 1.237  -0.4482
8 H 2.529 1.105 0.559  0.2273
9 H 3.195 -0.315 -0.265  0.2221
10 H 2.339 0.945 -1.193  0.2150
11 H -0.137 -0.019 -1.889  0.2130
12 H -2.431 0.611 -1.086  0.2066
13 H -2.951 0.136 0.558  0.2073
14 H -1.558 1.244 0.323  0.1906
15 H -1.230 -1.361 1.945  0.1935


# 2
The following is a quantum chemistry calculation of C5H8N2 as an isolated structure, from the OMol25 dataset.

The energy is -304.6797 a.u. The relative energy (zero: lowest compared OMol25 entry of this formula, charge and spin) is 97.8 kcal per mole. The HOMO energy comes out at -0.3020 Eh. As for the net charge: 0.

Each line ends with the natural charge from an NBO analysis.
Geometry (Å):
1 C -2.207 -0.286 -0.435  -0.3965
2 N -0.871 -0.175 0.097  -0.3738
3 C -0.492 -0.352 1.392  0.2538
4 N 0.756 -0.053 1.679  -0.4833
5 C 1.265 0.279 0.449  0.1940
6 C 2.529 0.250 -0.196  -0.6204
7 C 0.259 0.400 -0.552  -0.3224
8 H -2.202 -0.896 -1.343  0.2108
9 H -2.854 -0.763 0.306  0.2122
10 H -2.614 0.704 -0.675  0.2003
11 H -1.189 -0.773 2.112  0.1941
12 H 2.724 -0.650 -0.775  0.2278
13 H 1.412 0.286 -1.349  0.2606
14 H 3.427 0.648 0.280  0.2103
15 H 0.057 1.380 -0.991  0.2325


Q: Which molar mass values were calculated for the entries above? A: 96.133; 96.133, in g mol⁻¹.
Q: Which frontier orbital gap values were calculated for the entries above? A: 0.359; 0.329, in hartree.